Molecular formula: C4H10O2
Method: DFT, ωB97M-V with the def2-TZVPD basis set

Last column: Mulliken charge in e.
Geometry (Å):
O1 3.74 -2.11 -2.78  -0.371
C1 3.09 -1.45 -3.51  0.248
O2 2.85 -1.92 -4.91  -0.466
H1 2.59 -0.52 -3.29  0.263
H2 1.95 -1.55 -5.19  0.326
C2 -0.53 1.69 2.02  -0.977
C3 -1.97 1.00 1.65  -0.261
C4 -1.65 -0.54 1.74  -0.889
H3 -0.61 2.82 2.27  0.268
H4 -0.09 1.12 2.77  0.347
H5 0.11 1.60 1.08  0.235
H6 -2.74 1.33 2.31  0.321
H7 -2.44 1.23 0.53  0.197
H8 -2.49 -1.25 1.81  0.307
H9 -0.96 -0.54 2.59  0.248
H10 -0.86 -0.90 0.90  0.205

Calculated values
**Maximum force**: 4.50 eV/A
**Total charge**: 0
**E_tot**: -8403.4354 eV
**Energy above the lowest of the compared OMol25 structures with the same formula, charge and spin**: 48.7 kcal per mole
**HOMO level**: -11.199 eV